No. 1
Here is a single C3H6N2O molecule from OMol25. Energies are from wB97M-V/def2-TZVPD.

Multiplicity: 1
Relative energy (zero: lowest compared OMol25 entry of this formula, charge and spin) in kcal/mol: 24.8

Each line ends with the natural charge from an NBO analysis.
CARTESIAN COORDINATES (ANGSTROEM)
H: 0.61658 -2.16147 -1.11621  0.34
N: 0.59515 -1.17170 -1.29937  -0.67
C: 0.23900 -0.49217 -0.28510  0.45
C: 0.12612 -1.06934 1.11553  -0.69
N: -0.26549 0.76297 -0.68774  -0.64
C: -0.33831 2.05881 -0.24678  0.54
O: -0.79014 2.93346 -0.95498  -0.57
H: -0.26011 -2.08895 0.99099  0.24
H: -0.55809 -0.52910 1.77166  0.23
H: 1.09744 -1.17793 1.61375  0.24
H: -0.50146 0.68963 -1.67064  0.42
H: 0.03933 2.24580 0.76889  0.12

---

No. 2
Here is a single C22H24N2O7S molecule at a distorted geometry from OMol25. Energies are from wB97M-V/def2-TZVPD.

Multiplicity: 1
Relative energy (zero: lowest compared OMol25 entry of this formula, charge and spin) in kcal/mol: 16.6

Each line ends with the natural charge from an NBO analysis.
CARTESIAN COORDINATES (ANGSTROEM)
C: 2.38940 5.28771 0.57692  -0.65
C: 1.25426 4.35044 0.81771  -0.02
C: 0.35202 4.53242 1.86193  -0.18
C: -0.70668 3.66723 2.07342  -0.22
C: -0.89443 2.58856 1.21554  0.14
N: -1.93560 1.66541 1.33533  -0.62
C: -2.80219 1.48832 2.35741  0.65
O: -2.90248 2.18008 3.34339  -0.59
C: -3.71302 0.26342 2.12599  -0.16
O: -3.00522 -0.97452 2.16348  -0.49
C: -2.39001 -1.40014 1.05792  0.81
O: -2.33295 -0.74689 0.03300  -0.65
C: -1.78103 -2.73322 1.20621  -0.19
C: -1.84729 -3.43751 2.40481  -0.15
C: -1.26121 -4.68994 2.53817  -0.27
C: -0.61231 -5.20255 1.43738  0.26
C: -0.54370 -4.49627 0.22903  0.29
C: -1.11952 -3.26369 0.08565  -0.24
O: 0.15477 -5.23362 -0.68417  -0.49
C: 0.52343 -6.42571 -0.02349  0.23
O: 0.03616 -6.38917 1.30381  -0.47
C: 0.00025 2.39304 0.16524  -0.25
C: 1.05883 3.25290 -0.01357  -0.23
S: 2.20549 2.94103 -1.36408  2.32
O: 1.96950 3.91386 -2.39354  -0.94
O: 3.53043 2.83769 -0.81491  -0.94
N: 1.71237 1.44847 -1.91536  -0.71
C: 1.28330 1.29723 -3.28605  -0.22
C: 0.29993 0.13150 -3.37927  -0.41
C: 0.96020 -1.13975 -2.84897  -0.40
C: 1.44227 -0.91280 -1.41762  -0.40
C: 2.38481 0.28970 -1.37532  -0.22
H: 3.33547 4.76284 0.69953  0.25
H: 2.35149 6.13271 1.25970  0.22
H: 2.35779 5.64539 -0.45099  0.24
H: 0.48131 5.37383 2.52632  0.22
H: -1.38786 3.82069 2.89422  0.25
H: -1.98778 0.98861 0.57392  0.43
H: -4.43743 0.20967 2.93999  0.22
H: -4.22471 0.36843 1.16225  0.21
H: -2.36240 -2.99816 3.24324  0.24
H: -1.30789 -5.24222 3.46122  0.24
H: -1.08097 -2.71176 -0.83762  0.25
H: 0.09101 -7.29090 -0.54974  0.16
H: 1.62053 -6.51817 -0.00978  0.16
H: -0.12738 1.56557 -0.51429  0.23
H: 0.82616 2.24027 -3.58503  0.24
H: 2.14560 1.10562 -3.94248  0.18
H: -0.00669 -0.00137 -4.41747  0.22
H: -0.58798 0.35475 -2.78509  0.20
H: 0.25634 -1.97329 -2.88241  0.21
H: 1.81330 -1.39591 -3.48144  0.20
H: 1.96253 -1.79619 -1.04465  0.21
H: 0.58413 -0.72432 -0.76963  0.20
H: 2.68039 0.53106 -0.35383  0.23
H: 3.29526 0.06961 -1.95193  0.19

---

No. 3
Here is a molecular structure, H5NS at a distorted geometry from OMol25. Energies are from wB97M-V/def2-TZVPD.

Multiplicity: 1
Relative energy (zero: lowest compared OMol25 entry of this formula, charge and spin) in kcal/mol: 55.8

Each line ends with the natural charge from an NBO analysis.
CARTESIAN COORDINATES (ANGSTROEM)
N: -0.27620 -0.27795 1.11099  -1.13
H: 0.31022 -0.40776 -0.89838  0.22
H: -0.69810 -0.55024 1.96303  0.39
H: 0.74932 -0.17317 1.07404  0.38
H: -0.80162 0.15999 0.33625  0.40
S: -0.26888 0.88918 -1.83426  -0.40
H: 0.98525 0.35996 -1.75168  0.15

---

No. 4
Here is a molecular structure, C8H10B3Cl3F8O4 at a distorted geometry from OMol25. Energies are from wB97M-V/def2-TZVPD.

Multiplicity: 1

Each line ends with the natural charge from an NBO analysis.
CARTESIAN COORDINATES (ANGSTROEM)
F: -1.76209 -4.22850 -0.75444  -0.31
C: -1.35500 -2.97259 -0.89675  0.52
F: -1.89545 -2.22024 0.05592  -0.31
C: 0.16972 -2.86703 -0.90645  0.56
F: 0.57347 -3.68793 -1.87125  -0.30
F: 0.49229 -1.63665 -1.27812  -0.30
C: 0.89990 -3.29051 0.38219  0.57
F: 2.07739 -3.80249 0.06501  -0.30
F: 0.23476 -4.24304 0.99354  -0.29
C: 1.16844 -2.15639 1.38363  0.61
F: 1.58751 -2.76154 2.50913  -0.32
F: 0.05835 -1.51497 1.70040  -0.30
C: 2.27919 -1.16270 0.94861  -0.12
O: 1.69302 0.10387 0.70843  -0.54
C: 2.11781 1.10047 1.61571  -0.04
C: 1.37405 2.39388 1.33716  -0.80
B: -0.08812 2.13432 0.83079  1.19
O: -1.14498 2.09855 1.72836  -0.88
B: -1.93733 1.00010 1.48985  0.98
O: -2.20314 0.56098 0.21272  -0.88
B: -1.27798 0.94411 -0.73154  0.99
O: -0.36562 1.94201 -0.50394  -0.89
H: -1.70123 -2.60781 -1.86073  0.14
H: 2.69548 -1.46175 -0.00234  0.21
H: 3.04008 -1.06697 1.70809  0.21
H: 1.94920 0.82584 2.65355  0.17
H: 3.17834 1.28206 1.46124  0.17
H: 1.35507 3.00675 2.22738  0.24
H: 1.92103 2.96649 0.59422  0.23
H: -2.39524 0.39035 2.40047  -0.11
H: -1.26405 0.40104 -1.78445  -0.12
C: -2.34965 4.15303 -3.37275  -0.28
Cl: -2.33671 2.40169 -3.58726  0.02
Cl: -3.21362 4.59119 -1.89749  0.02
Cl: -0.70537 4.79092 -3.34613  0.02
H: -2.86950 4.59346 -4.21274  0.23

---

No. 5
Here is a gas-phase ion, C9H7F5IO5S (charge -1) at a distorted geometry from OMol25. Energies are from wB97M-V/def2-TZVPD.

Multiplicity: 1
Relative energy (zero: lowest compared OMol25 entry of this formula, charge and spin) in kcal/mol: 23.0
Total charge: -1

Each line ends with the natural charge from an NBO analysis.
CARTESIAN COORDINATES (ANGSTROEM)
O: -4.29857 0.92212 -1.72647  -0.55
C: -3.27903 0.34279 -1.73616  0.99
O: -3.08515 -0.99813 -1.32099  -0.54
C: -1.84190 -0.88772 -0.56903  0.04
I: -2.42706 0.43596 1.06515  0.12
C: -1.53895 -2.38538 -0.17757  0.68
O: -1.01181 -3.21058 -0.93693  -0.72
O: -1.91165 -2.73787 1.00045  -0.75
C: -0.97117 -0.16865 -1.67264  0.13
S: -0.60760 -1.10763 -3.23717  -0.03
C: 0.14068 0.85541 -1.24753  -0.45
C: 1.38811 0.21012 -0.53655  -0.41
C: 1.17331 -0.26809 0.94286  -0.49
C: 1.15527 0.87392 2.00498  0.63
F: 0.49522 2.01601 1.61972  -0.32
F: 0.44677 0.38123 3.10178  -0.33
C: 2.58778 1.30406 2.55556  0.91
F: 3.63365 0.81996 1.85442  -0.31
F: 2.67345 0.96750 3.87962  -0.31
F: 2.64840 2.67784 2.54915  -0.33
O: -2.02383 0.73079 -2.17977  -0.56
H: 0.24357 -2.10577 -2.85081  0.16
H: 0.52083 1.30609 -2.20553  0.23
H: -0.34984 1.68478 -0.69112  0.25
H: 2.28065 0.87796 -0.66017  0.21
H: 1.63433 -0.71537 -1.13056  0.23
H: 2.05400 -0.92034 1.19880  0.23
H: 0.27053 -0.90103 1.10650  0.28

---

no.,E_tot (eV)
1,-8235.623
2,-51351.764
3,-12404.025
4,-77990.851
5,-52208.880